No. 1
Molecular formula: C10H26BrN2O5V
Method: DFT, ωB97M-V/def2-TZVPD

Values from the calculation:
- LUMO (eV) = -2.89
- Kohn-Sham gap (eV) = 5.437

Geometry as ORCA input:
```
! wB97M-V def2-TZVPD RIJCOSX def2/J DEFGRID3
* xyz 0 1
O -3.48 -15.27 -26.41
V -5.07 -15.27 -26.49
O -5.57 -16.75 -27.15
Br -5.49 -16.11 -23.90
C -8.97 -16.24 -27.43
O -9.14 -15.52 -26.21
C -9.67 -16.36 -25.20
C -9.78 -15.55 -23.89
N -8.60 -14.78 -23.62
C -8.72 -13.93 -22.44
C -7.64 -12.87 -22.40
O -7.64 -12.06 -23.56
C -6.65 -11.06 -23.49
H -8.60 -15.51 -28.15
H -9.89 -16.75 -27.74
H -8.24 -17.04 -27.24
H -9.08 -17.28 -25.06
H -10.69 -16.56 -25.52
H -10.03 -16.31 -23.12
H -10.69 -14.95 -23.91
H -7.79 -15.39 -23.54
H -8.65 -14.51 -21.51
H -9.74 -13.53 -22.39
H -6.64 -13.33 -22.33
H -7.84 -12.27 -21.50
H -7.01 -10.21 -24.08
H -5.69 -11.38 -23.89
H -6.48 -10.73 -22.46
C -3.29 -13.27 -23.06
C -3.06 -13.76 -21.63
C -4.29 -13.55 -20.68
O -4.82 -12.26 -20.65
C -3.88 -11.25 -20.26
N -2.66 -15.17 -21.57
H -2.71 -13.80 -23.81
H -3.04 -12.21 -23.01
H -4.34 -13.48 -23.31
H -2.23 -13.19 -21.20
H -3.91 -13.88 -19.70
H -5.03 -14.28 -21.00
H -3.34 -11.55 -19.36
H -4.47 -10.37 -20.03
H -3.29 -11.02 -21.14
H -3.34 -15.74 -22.07
H -2.70 -15.52 -20.61
*
```

These are the Mulliken partial charges, in e, on atoms 1 to 6: number 1, O, carries -0.510; number 2, V, carries 1.357; number 3, O, carries -0.536; number 4, Br, carries -0.393; number 5, C, carries -0.699; number 6, O, carries -0.282

No. 2
Molecular formula: C10H26Cl10NO7P4S
Method: DFT, ωB97M-V/def2-TZVPD

Values from the calculation:
- LUMO (eV) = -4.31
- Kohn-Sham gap (eV) = 7.373

Geometry as ORCA input:
```
! wB97M-V def2-TZVPD RIJCOSX def2/J DEFGRID3
* xyz 1 1
O 0.59 4.27 -4.31
N 0.10 3.29 -4.35
O -1.15 3.27 -3.33
P -1.83 1.86 -3.08
P -4.00 1.85 -3.65
S -4.40 0.37 -4.80
P -1.56 1.30 -0.85
O -2.15 2.58 -0.11
O -2.78 0.25 -0.68
P -0.75 0.24 -4.21
O -0.81 0.51 -5.64
O 0.69 0.26 -3.55
O -1.46 -1.09 -3.76
H -4.57 1.68 -2.38
H -4.30 3.14 -4.12
H -2.02 3.45 -0.52
H -3.23 -0.11 -1.47
H 0.73 0.19 -2.58
H -1.37 -1.33 -2.83
Cl 1.14 -0.56 -0.39
C 2.48 -1.75 -0.23
C 3.59 -1.45 -1.19
Cl 3.01 -1.70 -2.86
H 2.06 -2.74 -0.40
H 2.84 -1.68 0.80
H 4.44 -2.10 -1.02
H 3.91 -0.41 -1.10
Cl 2.37 0.00 4.85
C 3.68 -1.18 5.08
C 4.85 -0.92 4.17
Cl 4.42 -1.23 2.45
H 3.28 -2.18 4.89
H 4.00 -1.11 6.11
H 5.67 -1.59 4.42
H 5.19 0.11 4.24
Cl 2.74 -7.18 2.97
C 3.96 -5.98 2.48
C 4.79 -5.50 3.63
Cl 3.84 -4.53 4.79
H 3.43 -5.15 2.01
H 4.60 -6.45 1.74
H 5.60 -4.86 3.27
H 5.23 -6.33 4.18
Cl -4.26 -2.53 -1.47
C -5.50 -2.22 -0.22
C -6.73 -1.59 -0.82
Cl -6.39 0.07 -1.37
H -5.06 -1.60 0.55
H -5.76 -3.19 0.21
H -7.52 -1.52 -0.07
H -7.10 -2.15 -1.67
Cl -1.36 5.48 -0.76
C -0.76 6.96 0.08
C -1.14 6.97 1.54
Cl -2.90 7.16 1.76
H -1.17 7.81 -0.45
H 0.32 6.95 -0.03
H -0.66 7.82 2.02
H -0.84 6.06 2.04
*
```

These are the Mulliken partial charges, in e, on atoms 1 to 6: number 1, O, carries -0.115; number 2, N, carries 0.447; number 3, O, carries -0.428; number 4, P, carries 0.455; number 5, P, carries 0.196; number 6, S, carries -0.192

No. 3
Molecular formula: C10H26N2O2P
Method: DFT, ωB97M-V/def2-TZVPD

Values from the calculation:
- LUMO (eV) = -2.85
- Kohn-Sham gap (eV) = 8.674

Geometry as ORCA input:
```
! wB97M-V def2-TZVPD RIJCOSX def2/J DEFGRID3
* xyz 1 1
C -1.05 3.68 -0.81
C -1.18 4.76 -2.06
C -1.02 4.05 -3.55
C 0.49 3.41 -3.60
P -2.45 2.79 -3.72
H -1.92 3.86 -0.01
H 0.02 3.89 -0.32
H -1.05 2.56 -1.14
H -0.36 5.61 -2.01
H -2.26 5.27 -2.07
H -1.10 4.84 -4.41
H 1.24 4.33 -3.52
H 0.75 2.84 -4.59
H 0.75 2.70 -2.71
H -3.69 3.53 -3.43
H -2.61 2.22 -5.03
H -2.32 1.69 -2.76
C -1.19 -1.04 0.78
C -1.11 -0.96 -0.72
O -1.95 -0.38 -1.39
N -0.05 -1.57 -1.34
C 1.04 -2.30 -0.74
H -2.08 -0.51 1.12
H -1.26 -2.08 1.10
H -0.31 -0.56 1.23
H -0.07 -1.47 -2.35
H 1.97 -1.80 -1.02
H 1.03 -3.31 -1.15
H 0.96 -2.34 0.35
C 1.01 -2.46 4.83
C 1.09 -3.09 3.47
O 0.45 -2.66 2.51
N 1.90 -4.18 3.31
C 2.72 -4.83 4.30
H 0.32 -1.61 4.80
H 0.62 -3.19 5.55
H 1.99 -2.10 5.14
H 1.90 -4.54 2.36
H 3.75 -4.80 3.95
H 2.39 -5.88 4.37
H 2.64 -4.36 5.28
*
```

These are the Mulliken partial charges, in e, on atoms 1 to 6: number 1, C, carries -0.520; number 2, C, carries -0.586; number 3, C, carries -0.062; number 4, C, carries -1.001; number 5, P, carries 0.092; number 6, H, carries 0.278